No. 1
Below is C15H14Cl3N3O2 in the gas phase, with properties calculated with ωB97M-V/def2-TZVPD.

Each line ends with the Mulliken charge.
Geometry (Å):
Cl 3.21 -3.09 1.42  -0.152
Cl 1.16 -1.88 3.03  -0.134
Cl 0.52 -4.16 1.39  -0.145
O 3.16 1.23 -1.22  -0.441
O -0.66 -2.37 -1.79  -0.704
N -2.74 -0.79 0.59  -0.351
N 2.01 -0.61 0.26  0.080
N -0.25 -1.47 0.25  0.274
C 0.71 1.12 1.45  -0.113
C 0.42 2.46 1.62  -1.179
C 1.62 0.71 0.48  0.477
C -1.05 -1.81 -0.79  0.106
C 1.15 -1.76 0.27  -1.290
C 1.04 3.42 0.85  -0.701
C 1.97 3.04 -0.11  -0.557
C -3.99 -0.44 0.83  -0.237
C 1.49 -2.67 1.48  0.576
C 2.26 1.70 -0.30  0.958
C -5.04 -0.69 -0.05  -0.516
C -4.76 -1.35 -1.24  -0.321
C -3.45 -1.72 -1.50  -0.594
C -2.48 -1.42 -0.55  0.658
C 3.87 2.15 -2.01  -0.951
H 3.19 2.74 -2.64  0.374
H 4.53 1.56 -2.64  0.254
H -6.04 -0.38 0.20  0.376
H 2.45 3.80 -0.70  0.391
H -3.16 -2.23 -2.40  0.435
H 4.47 2.83 -1.39  0.379
H -4.16 0.07 1.77  0.436
H -0.30 2.75 2.38  0.383
H 0.81 4.46 0.98  0.374
H -0.71 -1.00 1.03  0.414
H -5.54 -1.56 -1.94  0.429
H 2.72 -0.64 -0.46  0.326
H 0.25 0.39 2.09  0.185
H 1.34 -2.37 -0.63  0.502

Computed properties:
Total energy, eV: -61915.258
Charge: 0
Relative energy (zero: lowest compared OMol25 entry of this formula, charge and spin), eV: 0.0000
Spin multiplicity: 1
Structure (SMILES): COc1ccccc1N[C@H](NC(=O)c1ccccn1)C(Cl)(Cl)Cl

No. 2
Below is a molecular structure, C15H14Cl8F9GeORhSeSi, with properties calculated with ωB97M-V/def2-TZVPD.

Each line ends with the Mulliken charge.
Geometry (Å):
Rh 0.78 -0.03 -1.13  -0.093
Se 1.38 0.57 1.10  0.281
Ge -1.83 0.86 2.61  0.554
Cl 0.62 -0.66 -3.55  -0.173
Cl 5.35 1.10 -5.59  -0.185
Cl 6.04 2.20 -2.76  -0.178
Cl -0.89 3.18 -0.31  -0.246
Cl 0.45 2.94 -3.24  -0.288
Cl -2.19 1.14 -2.49  -0.275
Cl 4.09 1.86 -0.41  -0.235
Cl 2.60 -0.40 -6.03  -0.188
Si -0.39 1.80 -1.75  0.505
F -1.98 -4.25 -1.72  -0.286
F -0.05 -3.13 1.76  -0.306
F -1.61 -4.41 0.95  -0.284
F -2.07 -2.41 1.62  -0.223
F -1.87 -2.26 -2.54  -0.208
F 0.55 -3.37 -2.23  -0.276
F 1.55 -2.48 -0.54  -0.271
F 0.69 -4.46 -0.39  -0.273
F -3.17 -2.66 -0.87  -0.237
O -0.76 -1.21 -0.33  0.072
C -0.01 0.11 2.38  -0.793
C -2.46 -0.20 4.13  -1.268
C 2.18 0.15 -3.42  1.941
C -1.98 -2.95 -1.40  0.335
C 2.39 0.65 -2.15  -1.147
C -1.72 2.71 3.24  -1.267
C -1.16 -3.15 0.99  0.242
C -0.84 -2.56 -0.42  1.396
C 3.62 1.27 -1.97  0.974
C 1.47 2.46 1.54  -0.953
C 4.53 1.41 -3.02  -0.313
C 4.24 0.92 -4.29  0.765
C 0.49 -3.25 -0.91  -0.111
C -3.07 0.65 1.12  -0.608
C 3.03 0.26 -4.50  -0.727
H -2.68 2.98 3.68  0.394
H -2.51 -1.25 3.88  0.357
H -0.10 -0.97 2.29  0.013
H -1.50 3.43 2.45  0.336
H 0.54 2.75 2.02  0.111
H -2.62 0.90 0.16  -0.212
H -1.80 -0.07 4.99  0.387
H 1.62 3.05 0.64  0.396
H 0.50 0.30 3.34  0.683
H -0.96 2.81 4.02  0.374
H -3.46 0.13 4.43  0.378
H -3.42 -0.37 1.08  0.270
H 2.31 2.58 2.22  0.366
H -3.92 1.32 1.29  0.494

Computed properties:
Total energy, eV: -275220.564
Charge: 0
Relative energy (zero: lowest compared OMol25 entry of this formula, charge and spin), eV: 0.0000
Spin multiplicity: 1

No. 3
Below is 3 unconnected molecules or ions with the total composition C15H14F17NO4S2 at a distorted geometry, with properties calculated with ωB97M-V/def2-TZVPD.

Each line ends with the Mulliken charge.
Geometry (Å):
S 0.43 1.10 -1.87  -0.172
S 1.22 4.56 -1.89  -0.147
F 0.06 -2.08 -1.66  -0.321
F -4.93 2.63 0.42  -0.191
F -6.44 5.10 2.47  -0.329
F 2.20 -2.28 -1.99  -0.243
F -2.53 2.94 1.32  -0.255
F 3.28 -6.31 0.18  -0.298
F 4.74 -6.25 -2.22  -0.263
F -3.22 0.76 4.02  -0.297
F -4.51 1.09 2.32  -0.268
F 0.69 -2.81 -4.23  -0.268
F 4.03 -4.23 -2.59  -0.217
F -4.32 4.89 2.06  -0.263
F 4.19 2.99 -0.24  -0.282
F 1.67 -4.61 -3.55  -0.219
F -1.84 0.89 1.57  -0.373
F -5.90 4.48 -0.15  -0.275
F 2.04 -6.07 -1.57  -0.275
O -4.05 2.78 3.74  -0.399
O 1.53 0.26 0.50  -0.222
O 3.45 0.87 1.59  -0.577
O 2.43 -4.31 -0.21  -0.395
N 1.15 2.70 0.36  -0.429
C 0.73 -3.70 -3.21  -0.014
C -3.54 1.66 3.06  0.692
C -2.28 1.99 2.24  0.311
C -5.84 3.54 0.83  0.092
C 2.93 0.59 0.48  0.519
C 3.83 0.56 -0.85  -0.263
C -5.47 4.18 2.17  0.876
C 4.26 -5.14 -1.61  0.210
C 2.98 -5.45 -0.83  0.768
C 0.70 1.32 -0.03  0.473
C 1.05 -2.99 -1.89  1.009
C 4.80 1.86 -0.91  -0.278
C -5.37 3.23 3.37  -0.703
C 0.89 3.52 -0.63  0.314
C 1.12 -3.90 -0.64  -0.814
H 3.22 0.45 -1.81  0.182
H 0.75 -3.29 0.19  0.479
H 4.97 2.20 -2.00  0.243
H -1.48 2.35 2.89  0.290
H 5.82 1.57 -0.46  0.250
H -0.35 -0.04 -2.00  0.114
H -0.33 1.18 0.46  0.017
H -5.70 3.81 4.24  0.406
H 0.43 -4.74 -0.70  0.334
H -0.24 -4.20 -3.17  0.300
H -6.07 2.40 3.31  0.332
H -6.82 3.05 0.89  0.263
H 5.03 -4.74 -0.95  0.239
H 4.55 -0.34 -0.78  0.334

Computed properties:
Total energy, eV: -93326.029
Charge: 0
Relative energy (zero: lowest compared OMol25 entry of this formula, charge and spin), eV: 2.4689
Spin multiplicity: 1
Structure (SMILES): FC(F)C(F)(F)COC(F)(F)C(F)F.FC(F)C(F)(F)COC(F)(F)C(F)F.O=C(CCF)O[C@H](S)N=C=S

Number 1: HOMO-LUMO gap 8.1 eV. Number 2: HOMO-LUMO gap 8.2 eV. Number 3: HOMO-LUMO gap 9.0 eV.